Below is an isolated molecule of C5H7F at a distorted geometry, with properties calculated with ωB97M-V with the def2-TZVPD basis set.

Gap between HOMO and LUMO, eV: 10.568
Maximum force, eV/Å: 2.84
Energy relative to the best compared isomer or geometry (same formula, charge and spin), kJ/mol: 10.3
HOMO energy, eV: -9.445
SMILES: F[C@@H]1C=CCC1
E, eV: -8015.104

Element x y z (Å)
F: -2.452225 0.082545 -0.226933
C: -1.204878 0.120878 0.287816
C: -0.352555 1.340844 -0.089892
C: 0.945689 0.970204 -0.110227
C: 1.123838 -0.529070 -0.048436
C: -0.318950 -1.060996 -0.143153
H: -1.157390 0.045541 1.389559
H: -0.797462 2.337665 -0.133348
H: 1.825218 1.673460 -0.219732
H: 1.770991 -0.956043 -0.849977
H: 1.604760 -0.858761 0.907018
H: -0.545324 -1.202347 -1.185658
H: -0.441717 -1.963921 0.422968

Cartesian forces, eV/Å:
-0.8 0.0 -0.1
2.7 -0.2 0.8
0.5 -0.8 0.5
0.1 1.2 -0.8
0.5 -0.5 0.5
0.2 1.0 -0.5
-1.1 0.4 -0.1
0.4 -0.3 0.0
-1.2 -0.9 0.1
-0.4 0.5 0.5
-0.3 0.4 -0.5
-0.1 -0.5 -0.5
-0.4 -0.4 0.2

Below is a cluster of 2 separate species, C12H17N in total at a distorted geometry, with properties calculated with ωB97M-V with the def2-TZVPD basis set.

Gap between HOMO and LUMO (spin up / spin down), eV: 3.123 / 6.496
Net charge: -1
Maximum force, eV/Å: 3.16
Expectation value of S²: 0.767
Energy relative to the best compared isomer or geometry (same formula, charge and spin), kJ/mol: 175.7
HOMO energy (spin up / spin down), eV: 0.602 / -2.815
Spin multiplicity: 2
E, eV: -14207.213

Element x y z (Å)
C: -3.130553 -0.269911 2.109018
C: -2.378514 -1.561541 2.461120
H: -4.124392 -0.453134 1.633002
H: -3.349577 0.449138 2.851277
H: -2.596543 0.202461 1.296309
H: -1.918233 -1.488744 3.449046
H: -1.359424 -1.807785 1.912789
H: -3.182162 -2.332331 2.465691
C: -1.090501 0.574917 -2.351084
C: -2.311439 1.178622 -1.636084
C: -0.080735 -0.169838 -1.572124
C: 0.245394 -1.507038 -1.657620
C: 0.815481 0.382955 -0.585903
C: 1.496231 -0.653635 0.013630
C: 0.850476 1.695139 -0.096088
C: 2.417973 -0.458643 1.042000
C: 1.893021 1.939507 0.843398
C: 2.429781 0.890120 1.571813
N: 1.261592 -1.777753 -0.757594
H: -1.546297 -0.162120 -3.140953
H: -0.388738 1.155652 -2.983229
H: -2.113750 1.236603 -0.578302
H: -0.047089 -2.417869 -2.196591
H: 1.937320 -2.489092 -0.846465
H: 0.476913 2.522591 -0.648525
H: 3.040938 -1.165723 1.566314
H: 1.889844 2.964304 1.164387
H: 3.167692 1.142241 2.285050
H: -3.171330 0.628015 -1.909328
H: -2.486002 2.216147 -1.869757

Cartesian forces, eV/Å:
-0.2 -0.6 -2.4
1.1 -0.4 0.4
0.6 -0.3 0.4
0.3 0.6 1.2
0.2 0.6 0.0
-0.6 0.0 0.4
-2.7 0.5 0.1
1.3 -0.2 0.0
-0.2 -1.8 -2.6
1.8 1.0 0.0
0.5 -1.3 0.9
0.2 -1.2 -0.8
-2.7 -0.1 -0.7
1.7 -0.8 -0.8
1.7 0.6 0.4
-0.2 1.0 1.3
-2.3 -0.5 0.7
0.9 0.3 -1.9
-0.6 0.8 1.4
0.9 1.0 1.2
-1.1 1.0 0.2
-0.2 -0.5 0.5
-0.5 1.0 -0.3
0.4 -0.8 -0.1
-0.5 0.5 -0.5
-0.2 -0.6 -0.3
0.7 0.4 0.5
0.7 0.1 1.0
-1.0 -0.6 0.2
-0.1 0.5 -0.6

Below is the ion C5H6N with charge +1 at a distorted geometry, with properties calculated with ωB97M-V with the def2-TZVPD basis set.

Gap between HOMO and LUMO, eV: 10.080
Net charge: +1
Maximum force, eV/Å: 2.65
Energy relative to the best compared isomer or geometry (same formula, charge and spin), kJ/mol: 488.4
HOMO energy, eV: -13.755
SMILES: C#CC1=C[C@@H]1[NH3+]
E, eV: -6760.116

Element x y z (Å)
C: 2.919257 -0.098327 0.319434
C: 1.929566 -0.569844 -0.192296
C: 0.654690 -0.087468 -0.346317
C: 0.196571 1.060029 0.085941
C: -0.756777 0.175050 -0.647879
N: -1.823045 -0.559710 0.171577
H: 3.936559 -0.111748 0.608727
H: 0.287820 2.011659 0.544517
H: -1.131887 0.370639 -1.643194
H: -1.376924 -1.194865 0.849449
H: -2.436079 -1.114234 -0.440037
H: -2.399755 0.118822 0.690076

Cartesian forces, eV/Å:
1.5 -1.9 -0.4
0.9 0.1 0.2
-1.5 2.0 0.7
-1.9 -1.3 -1.1
0.8 0.3 0.1
-0.3 -0.2 0.1
0.5 0.5 0.3
0.2 0.5 0.2
-0.2 -0.1 -0.1
-0.2 0.3 -0.2
0.1 0.1 0.2
0.1 -0.3 -0.2